Molecular formula: C32H51As2BrN3SeSiW
Method: DFT, ωB97M-V/def2-TZVPD

Atoms and positions in Å:
W: -2.555 0.627 1.158
C: -3.308 1.059 -0.890
C: -4.086 1.936 -0.042
C: -4.919 1.133 0.766
C: -4.669 -0.221 0.474
C: -3.689 -0.292 -0.560
H: -2.840 1.357 -1.830
H: -4.228 3.003 -0.204
H: -5.712 1.501 1.407
H: -5.264 -1.052 0.840
H: -3.492 -1.169 -1.171
C: -1.153 3.857 -0.804
As: -1.377 2.863 0.898
C: -2.048 4.360 2.015
C: 0.506 2.796 1.530
C: 1.437 3.763 1.158
C: 2.737 3.700 1.634
C: 3.120 2.661 2.468
C: 2.203 1.691 2.844
C: 0.887 1.753 2.386
As: -0.537 0.521 2.987
C: 0.466 -1.136 3.404
C: -0.703 1.188 4.840
H: -0.936 4.913 -0.599
H: -2.071 3.814 -1.396
H: -0.330 3.430 -1.388
H: -1.253 5.092 2.204
H: -2.416 3.975 2.971
H: -2.870 4.870 1.504
H: 1.139 4.573 0.501
H: 3.447 4.467 1.364
H: 4.132 2.613 2.841
H: 2.508 0.885 3.500
H: 1.162 -0.948 4.233
H: 1.026 -1.510 2.541
H: -0.242 -1.907 3.728
H: 0.280 1.177 5.331
H: -1.386 0.564 5.426
H: -1.081 2.214 4.846
C: 0.629 -3.971 -2.521
C: 1.837 -3.215 -1.949
C: 1.781 -3.370 -0.423
C: 3.125 -3.877 -2.468
Si: 1.872 -1.351 -2.547
Br: -0.550 -0.395 -0.103
C: 3.145 -0.074 -1.781
C: 4.347 -0.025 -2.740
C: 2.568 1.341 -1.619
C: 3.648 -0.516 -0.400
C: 0.956 -0.881 -4.213
C: -0.542 -1.221 -4.166
C: 1.626 -1.677 -5.347
C: 1.075 0.613 -4.551
H: 0.656 -4.998 -2.165
H: 0.643 -4.012 -3.605
H: -0.306 -3.530 -2.187
H: 1.792 -4.430 -0.184
H: 0.867 -2.943 -0.024
H: 2.630 -2.915 0.072
H: 3.119 -4.928 -2.192
H: 4.015 -3.429 -2.035
H: 3.201 -3.822 -3.550
H: 4.069 0.314 -3.733
H: 4.824 -0.996 -2.832
H: 5.087 0.672 -2.353
H: 2.351 1.803 -2.573
H: 3.307 1.961 -1.117
H: 1.669 1.332 -1.006
H: 4.142 -1.481 -0.441
H: 2.835 -0.545 0.322
H: 4.383 0.203 -0.048
H: -0.718 -2.289 -4.123
H: -1.016 -0.850 -5.072
H: -1.021 -0.748 -3.312
H: 1.533 -2.750 -5.210
H: 2.680 -1.430 -5.439
H: 1.145 -1.428 -6.290
H: 0.567 1.228 -3.813
H: 0.601 0.792 -5.513
H: 2.108 0.931 -4.643
Se: -4.368 1.678 4.546
N: -4.488 0.094 5.249
C: -3.982 -0.858 4.470
C: -3.917 -2.244 4.686
C: -3.339 -3.030 3.695
C: -2.816 -2.480 2.541
N: -2.838 -1.130 2.309
C: -3.427 -0.371 3.252
N: -3.442 0.967 3.041
H: -4.315 -2.666 5.593
H: -3.288 -4.100 3.828
H: -2.345 -3.072 1.768

Net charge: +3
Gap between HOMO and LUMO in eV: 5.26
Multiplicity: 1

=====

Molecular formula: CH2P2S3
Method: DFT, ωB97M-V/def2-TZVPD

Atoms and positions in Å:
C: 0.549 -0.122 -0.888
P: -1.225 -0.644 -0.436
P: 1.658 -0.984 0.346
S: -0.080 -1.884 1.039
S: -1.816 1.029 0.876
S: -0.317 2.091 1.461
H: 0.663 -0.475 -1.878
H: 0.569 0.988 -0.520

Net charge: 0
Gap between HOMO and LUMO (spin up / spin down) in eV: 7.97 / 5.35
Multiplicity: 1

=====

Molecular formula: C8H16O4PS
Method: DFT, ωB97M-V/def2-TZVPD

Atoms and positions in Å:
C: 0.438 0.092 0.709
C: 0.410 0.296 -1.869
C: 2.573 0.029 -0.658
C: 0.931 -1.830 -0.709
C: -1.079 0.229 0.831
C: -1.252 1.731 0.915
C: -2.723 2.155 0.804
C: 1.064 -0.304 -0.640
O: -2.169 -2.857 0.414
O: 1.155 0.268 1.675
O: -4.164 -2.054 1.476
O: -3.241 1.399 -0.265
P: -3.185 2.096 -1.831
S: -3.287 -1.925 0.312
H: 0.916 -0.188 -2.664
H: -0.697 0.091 -1.839
H: 0.381 1.363 -1.730
H: 2.983 0.125 -1.682
H: 3.051 -0.673 -0.061
H: 2.693 1.095 -0.257
H: 0.088 -2.270 -0.297
H: 1.689 -2.207 0.042
H: 1.287 -2.124 -1.823
H: -1.613 -0.285 1.702
H: -1.542 -0.084 -0.088
H: -0.841 2.112 1.798
H: -0.811 2.354 0.011
H: -3.036 3.106 0.711
H: -3.421 1.694 1.614
H: -2.710 0.872 -2.345

Net charge: -1
Gap between HOMO and LUMO (spin up / spin down) in eV: 3.20 / 3.20
Multiplicity: 1

=====

Molecular formula: C30H52NO24P2S2
Method: DFT, ωB97M-V/def2-TZVPD

Atoms and positions in Å:
C: -6.252 -1.632 1.679
P: -4.782 -0.558 1.091
C: -5.267 1.282 1.226
P: -4.058 -1.116 -0.886
N: -4.918 -2.572 -1.553
C: -2.220 -1.628 -0.720
C: -1.972 -2.965 0.205
C: -0.710 -2.640 1.234
S: -1.408 -2.295 2.977
C: -4.177 0.267 -2.211
C: -2.817 0.468 -3.107
C: -1.607 1.286 -2.365
C: -2.050 2.147 -1.044
S: -0.645 3.188 -0.306
O: -1.248 4.345 0.554
O: 0.261 3.812 -1.407
O: 0.395 2.216 0.691
H: -7.301 -1.183 1.341
H: -6.237 -1.598 2.871
H: -6.108 -2.754 1.353
H: -6.369 1.323 1.679
H: -4.581 1.829 2.028
H: -5.313 1.869 0.216
H: -5.534 -3.001 -0.813
H: -4.208 -3.281 -1.900
H: -1.789 -1.804 -1.813
H: -1.636 -0.667 -0.318
H: -1.632 -3.826 -0.536
H: -2.945 -3.321 0.750
H: 0.035 -3.568 1.283
H: -0.123 -1.651 0.941
H: -2.645 -1.687 2.710
H: -5.022 -0.092 -2.975
H: -4.604 1.286 -1.761
H: -3.118 1.097 -4.075
H: -2.486 -0.596 -3.523
H: -1.116 2.002 -3.152
H: -0.767 0.514 -2.022
H: -2.446 1.477 -0.143
H: -2.980 2.814 -1.374
H: -0.156 1.806 1.441
C: 3.434 -0.274 -0.515
C: 3.274 -0.289 -2.001
O: 2.995 -1.647 -2.285
C: 2.479 -2.193 -1.145
O: 1.972 -3.300 -1.080
O: 2.603 -1.338 -0.088
H: 3.111 0.672 -0.072
H: 4.462 -0.482 -0.203
H: 2.430 0.322 -2.337
H: 4.179 0.037 -2.520
C: 6.925 -0.930 3.232
C: 7.230 -1.222 1.798
O: 6.266 -0.458 1.099
C: 5.885 0.556 1.929
O: 5.194 1.502 1.589
O: 6.379 0.375 3.189
H: 7.819 -0.955 3.861
H: 6.178 -1.613 3.649
H: 8.229 -0.885 1.506
H: 7.129 -2.285 1.560
C: 1.094 -1.347 5.686
C: 0.959 -2.619 6.459
O: 2.059 -3.389 6.012
C: 2.995 -2.512 5.546
O: 4.135 -2.818 5.241
O: 2.488 -1.247 5.466
H: 0.726 -0.481 6.242
H: 0.586 -1.391 4.717
H: 1.051 -2.464 7.539
H: 0.016 -3.133 6.253
C: 6.845 4.138 2.920
C: 6.245 4.762 4.138
O: 7.353 5.375 4.769
C: 8.289 5.597 3.800
O: 9.299 6.262 3.958
O: 7.946 4.979 2.632
H: 6.147 4.111 2.079
H: 7.215 3.124 3.109
H: 5.507 5.533 3.892
H: 5.782 4.024 4.799
C: -5.835 3.995 -4.579
C: -6.935 4.616 -3.780
O: -7.492 3.516 -3.085
C: -6.521 2.559 -3.012
O: -6.601 1.548 -2.335
O: -5.450 2.883 -3.794
H: -4.993 4.676 -4.727
H: -6.179 3.637 -5.555
H: -6.563 5.343 -3.051
H: -7.687 5.097 -4.411
C: -4.550 1.211 -9.090
C: -5.917 0.790 -8.657
O: -6.222 1.695 -7.613
C: -5.456 2.807 -7.816
O: -5.586 3.854 -7.203
O: -4.528 2.595 -8.795
H: -4.380 1.040 -10.156
H: -3.759 0.715 -8.518
H: -6.661 0.904 -9.453
H: -5.939 -0.242 -8.295
C: 5.045 -5.630 3.789
C: 4.997 -6.284 2.446
O: 5.761 -5.413 1.633
C: 6.601 -4.730 2.464
O: 7.517 -4.019 2.085
O: 6.283 -4.946 3.774
H: 5.012 -6.356 4.607
H: 4.240 -4.901 3.928
H: 5.468 -7.273 2.445
H: 3.976 -6.376 2.064

Net charge: +1
Gap between HOMO and LUMO in eV: 8.32
Multiplicity: 1

=====

| no. | M (g mol⁻¹) | largest force on an atom (eV/A) | E (eV) |
| --- | --- | --- | --- |
| 1 | 998.415 | 3.2 | -305226.29976 |
| 2 | 172.176 | 3.1 | -52151.46348 |
| 3 | 239.253 | 6.4 | -36867.28568 |
| 4 | 936.811 | 7.5 | -122819.25063 |